C54H44KN10O6P | ωB97M-V with the def2-TZVPD basis set

Each line ends with the Mulliken charge.
Element x y z (Å)
K1 -0.0030 0.1772 0.4144  1.157
O1 1.2066 -1.9325 4.1863  -0.840
C1 1.1963 -1.3515 3.0811  -0.385
O2 0.6429 -1.6983 2.0107  -0.395
C2 1.9444 0.0043 3.0284  0.174
C3 2.9581 0.3423 3.9149  -0.782
C4 3.5571 1.5896 3.7836  -0.569
C5 3.1116 2.4758 2.8104  -0.715
C6 2.0657 2.0760 1.9876  -0.118
N1 1.5278 0.8645 2.1005  1.231
C7 1.4438 3.0221 0.9239  -0.105
O3 1.9889 4.1299 0.7990  -0.879
O4 0.4339 2.5653 0.3216  -0.420
H1 3.2522 -0.3676 4.6762  0.541
H2 4.3679 1.8752 4.4457  0.405
H3 3.5383 3.4597 2.6721  0.567
C8 2.2050 -5.3650 -6.2173  -0.465
C9 1.3660 -5.7633 -5.1874  -0.559
C10 0.7964 -4.8209 -4.3359  -0.134
C11 1.0466 -3.4596 -4.4985  -0.239
C12 1.8955 -3.0766 -5.5427  -0.330
C13 2.4726 -4.0111 -6.3883  -0.783
P1 0.3837 -2.0634 -3.4611  1.140
C14 -0.6491 -3.0215 -2.2603  0.395
C15 -0.3378 -3.0455 -0.9041  -0.469
C16 -1.0978 -3.7944 -0.0080  -0.831
C17 -2.1851 -4.5248 -0.4614  -0.339
C18 -2.5322 -4.4779 -1.8098  -1.001
C19 -1.7795 -3.7202 -2.6953  -0.245
C20 1.8599 -1.6608 -2.4618  -0.056
C21 2.8431 -2.6335 -2.2144  -0.067
C22 3.9158 -2.3226 -1.3999  -0.864
C23 3.9980 -1.0524 -0.8368  -0.572
C24 3.0114 -0.1024 -1.0819  0.142
C25 1.8957 -0.3633 -1.9087  -0.920
H4 2.6539 -6.1010 -6.8741  0.339
H5 1.1596 -6.8168 -5.0341  0.380
H6 0.1589 -5.1540 -3.5261  0.286
H7 2.1165 -2.0226 -5.6751  0.577
H8 3.1342 -3.6840 -7.1826  0.399
H9 0.5095 -2.4932 -0.5206  0.394
H10 -0.8190 -3.7771 1.0401  0.440
H11 -2.7784 -5.1085 0.2344  0.457
H12 -3.3935 -5.0318 -2.1687  0.395
H13 -2.0538 -3.6879 -3.7458  0.452
H14 2.7739 -3.6309 -2.6400  0.325
H15 4.6816 -3.0638 -1.1960  0.345
H16 4.8437 -0.8140 -0.1942  0.346
H17 3.1185 0.8801 -0.6228  0.329
O5 -6.4157 -3.3801 2.5803  -0.556
C26 -5.8704 -3.3709 1.2680  -0.654
C27 -4.6768 -2.4667 1.1010  0.400
C28 -4.3210 -2.0152 -0.1604  -1.161
C29 -3.2128 -1.1971 -0.2872  -0.634
N2 -2.4843 -0.7920 0.7498  1.916
C30 -2.8178 -1.2214 1.9640  -0.135
C31 -3.9047 -2.0673 2.1791  -1.140
C32 -2.0381 -0.6813 3.1192  0.106
C33 -1.8995 -1.3962 4.3017  -0.461
C34 -1.2315 -0.8182 5.3646  0.470
C35 -0.9959 -1.5595 6.6466  -0.980
O6 -1.7455 -1.0039 7.7388  -0.549
C36 -0.7585 0.4782 5.2161  -0.557
C37 -0.9241 1.1090 3.9963  -0.706
N3 -1.5460 0.5469 2.9652  0.418
H18 -6.4919 -2.4644 2.8694  0.340
H19 -6.6340 -3.0893 0.5351  0.368
H20 -5.5841 -4.4037 1.0578  0.246
H21 -4.8871 -2.3082 -1.0373  0.392
H22 -2.8766 -0.8414 -1.2557  -0.038
H23 -4.1535 -2.3914 3.1809  0.863
H24 -2.2312 -2.4245 4.3674  0.349
H25 0.0731 -1.5500 6.8746  0.258
H26 -1.3137 -2.5959 6.5503  0.366
H27 -1.7655 -0.0501 7.6102  0.376
H28 -0.1883 0.9620 6.0020  0.438
H29 -0.5066 2.0952 3.8189  0.460
C38 -0.0175 2.1077 -2.8981  -0.210
C39 -1.3536 1.6432 -3.3294  0.325
N4 -2.0412 0.6416 -2.8304  0.266
C40 -3.2294 0.5902 -3.5232  -0.680
C41 -3.2810 1.5667 -4.4627  -0.700
N5 -2.0839 2.2517 -4.3343  0.391
C42 -1.6633 3.3095 -5.1889  -1.193
N6 -0.8423 2.8294 -6.3053  0.886
N7 -0.3280 3.7479 -7.1366  -1.129
N8 0.3071 3.1660 -8.0885  -0.590
C43 0.2153 1.8068 -7.8873  0.035
C44 0.7349 0.7468 -8.6413  -0.813
C45 0.4852 -0.5244 -8.1915  -0.675
C46 -0.2545 -0.7509 -7.0056  -0.854
C47 -0.7671 0.2734 -6.2521  -0.141
C48 -0.5270 1.5728 -6.7306  1.939
H30 -0.0923 2.6224 -1.9328  0.122
H31 0.4337 2.7922 -3.6203  0.462
H32 0.6551 1.2419 -2.6901  -0.801
H33 -3.9771 -0.1562 -3.3016  0.494
H34 -4.0177 1.8399 -5.1989  0.405
H35 -1.0792 4.0447 -4.6420  0.480
H36 -2.5483 3.7916 -5.6009  0.297
H37 1.3196 0.9411 -9.5312  0.394
H38 0.8765 -1.3744 -8.7364  0.386
H39 -0.3964 -1.7658 -6.6590  0.642
H40 -1.2853 0.0688 -5.3267  0.008
N9 -3.6863 6.8296 3.3560  -0.533
C49 -3.7389 5.7513 2.9635  -0.036
C50 -3.8545 4.3902 2.4860  0.620
C51 -2.9286 3.8501 1.6097  -0.651
C52 -3.1130 2.5384 1.1873  -0.529
N10 -4.1472 1.7886 1.5629  -0.111
C53 -5.0212 2.3223 2.4108  -0.503
C54 -4.9241 3.6106 2.9099  -0.590
H41 -2.0664 4.4120 1.2752  0.593
H42 -2.3741 2.1056 0.5282  0.827
H43 -5.8479 1.6862 2.7111  0.378
H44 -5.6548 4.0010 3.6047  0.460

Output
- Total charge: -2
- Energy above the lowest of the compared OMol25 structures with the same formula, charge and spin: 4.1 kcal/mol
- LUMO energy: 3.514 eV
- E: -4024.5715 hartree
- Frontier orbital gap: 0.184 Ha
- Max |F|: 2.06 eV Å⁻¹


C3H10NO | ωB97M-V with the def2-TZVPD basis set

Each line ends with the Mulliken charge.
Element x y z (Å)
O1 -1.6278 2.5491 1.1895  -0.409
C1 -0.8358 1.7500 1.5792  -0.104
C2 -0.1913 0.7015 0.6989  -0.757
H1 -0.5493 1.6948 2.6421  0.323
H2 -0.4913 -0.2853 1.0693  0.275
H3 0.8987 0.7785 0.7747  0.348
H4 -0.5226 0.8150 -0.3366  0.322
C3 1.5123 -2.6473 -1.5224  -0.776
N1 0.6412 -1.4379 -1.3869  -0.326
H5 2.0196 -2.7548 -0.5677  0.347
H6 0.8870 -3.5123 -1.7317  0.348
H7 2.2289 -2.5748 -2.3312  0.327
H8 1.1648 -0.6196 -1.0600  0.365
H9 -0.0772 -1.6046 -0.6769  0.376
H10 0.1250 -1.1348 -2.2169  0.343

Output
- Total charge: +1
- Energy above the lowest of the compared OMol25 structures with the same formula, charge and spin: 26.5 kcal/mol
- LUMO energy: -4.059 eV
- E: -250.0116 hartree
- Frontier orbital gap: 0.338 Ha
- Max |F|: 0.49 eV Å⁻¹


C13H13FeN2O2S2Se4 | ωB97M-V with the def2-TZVPD basis set

Each line ends with the Mulliken spin population.
Element x y z (Å)
Fe1 0.4070 -0.9933 -0.7872  3.648
Se1 -0.2939 1.2967 0.0663  0.288
Se2 -1.0590 2.5801 -1.6246  0.376
Se3 -1.1438 1.3213 -3.5921  0.254
Se4 -0.2614 -0.7440 -3.2007  0.168
C1 2.4640 2.4565 -4.2794  0.000
C2 2.8127 2.2106 -2.8519  -0.008
C3 3.2121 3.1685 -1.9621  0.018
C4 3.5190 2.7690 -0.6527  -0.007
N1 3.4314 1.5059 -0.2562  0.013
C5 3.0074 0.5821 -1.1135  0.017
S1 2.8112 -1.0584 -0.6681  0.065
N2 2.7310 0.9421 -2.4012  0.003
C6 3.9550 3.7571 0.3777  0.001
H1 2.5401 3.5149 -4.5129  0.001
H2 1.4452 2.1201 -4.4781  0.003
H3 3.1382 1.8995 -4.9321  0.000
H4 3.2863 4.2015 -2.2662  0.002
H5 2.3330 0.2162 -2.9949  -0.002
H6 3.9455 4.7764 -0.0012  0.000
H7 4.9601 3.5039 0.7170  0.000
H8 3.2963 3.6784 1.2428  0.000
O1 -5.9840 -2.3380 4.2260  0.000
C7 -4.9996 -3.2668 4.1887  0.000
O2 -5.0459 -4.1999 4.9404  0.003
C8 -3.8987 -3.0660 3.1977  0.013
C9 -3.8210 -1.9894 2.3172  -0.013
C10 -2.7670 -1.8744 1.4285  0.012
C11 -1.7602 -2.8399 1.4019  0.001
S2 -0.4060 -2.7592 0.2932  0.133
C12 -1.8345 -3.9206 2.2824  0.013
C13 -2.8916 -4.0271 3.1651  -0.006
H9 -5.8253 -1.6475 3.5733  0.000
H10 -4.5745 -1.2088 2.2943  0.000
H11 -2.7158 -1.0350 0.7475  0.006
H12 -1.0561 -4.6714 2.2645  -0.003
H13 -2.9574 -4.8610 3.8506  0.000

Output
- Total charge: 0
- LUMO energy (alpha / beta): -0.892 / -2.826 eV
- E: -12429.0890 hartree
- Frontier orbital gap (alpha / beta): 0.249 / 0.185 Ha
- 2S+1: 6
- Max |F|: 0.76 eV Å⁻¹


C31H52BrN4P3Pb | ωB97M-V with the def2-TZVPD basis set

Each line ends with the Mulliken charge.
Element x y z (Å)
N1 -5.6475 4.2941 -4.9029  -0.441
C1 -4.9749 4.7136 -3.8267  -0.416
C2 -3.8267 4.0578 -3.3801  -0.409
C3 -3.3170 2.9550 -4.1248  0.235
C4 -4.1318 2.4487 -5.1673  -0.291
C5 -5.2621 3.1936 -5.5498  -0.395
C6 -1.9629 2.4410 -3.8468  -0.195
Pb1 0.0804 0.4494 -3.9018  0.986
P1 2.9966 -0.6121 -1.9068  0.941
C7 -1.6353 1.3431 -2.9850  0.069
C8 -0.8040 1.7812 -1.7912  0.839
C9 0.4513 2.4581 -1.9079  -0.601
C10 1.1382 2.8241 -0.7190  -1.575
C11 0.5113 2.6816 0.5520  -0.243
C12 -0.8344 2.2249 0.6037  -0.779
C13 -1.4327 1.6972 -0.5464  -0.913
Br1 1.5483 2.8453 2.0722  0.059
H1 -1.2342 3.2856 -3.8043  0.597
H2 -2.3381 0.4649 -2.8010  0.524
H3 -3.3214 4.4615 -2.5033  0.410
H4 -3.8657 1.5642 -5.7512  0.383
H5 -5.3536 5.6155 -3.3195  0.376
H6 -5.8629 2.9041 -6.4250  0.381
H7 0.9042 2.6067 -2.8888  0.608
H8 -2.4518 1.2971 -0.5652  0.796
H9 2.1929 3.0617 -0.7564  0.889
H10 -1.4342 2.2526 1.5300  0.961
P2 0.1983 -2.5653 -1.4175  0.360
C14 3.8525 0.9402 -1.3038  0.138
C15 5.3453 0.9644 -1.0255  -1.905
H11 3.3219 1.2745 -0.3987  0.046
H12 3.6222 1.6826 -2.0801  0.547
H13 5.6369 1.9204 -0.5655  0.463
H14 5.6099 0.1842 -0.3142  0.311
H15 5.9287 0.8313 -1.9396  0.408
C16 4.3630 -1.4848 -2.8658  -0.730
C17 5.6342 -1.9418 -2.1631  -1.307
H16 4.5998 -0.8362 -3.7235  0.552
H17 3.8561 -2.3857 -3.2466  0.378
H18 6.3527 -2.4074 -2.8510  0.431
H19 6.1925 -1.1246 -1.7128  0.222
H20 5.4112 -2.6715 -1.3844  0.324
C18 3.1166 -1.6949 -0.3182  -0.356
C19 4.2563 -1.5841 0.6918  -1.793
H21 3.0441 -2.7406 -0.6590  0.442
H22 2.1805 -1.4745 0.2197  0.350
H23 4.1405 -2.3617 1.4663  0.434
H24 5.2636 -1.7177 0.2791  0.326
H25 4.2254 -0.6203 1.2172  0.333
C20 0.4590 -3.4052 0.2233  -0.416
C21 -0.4967 -4.5088 0.6566  -1.372
H26 0.4381 -2.5815 0.9513  0.201
H27 1.4876 -3.7932 0.1695  0.555
H28 -1.4902 -4.1317 0.9184  0.292
H29 -0.6047 -5.3079 -0.0819  0.335
H30 -0.0736 -4.9736 1.5535  0.436
C22 0.3822 -4.0697 -2.4636  -0.644
C23 -0.0180 -3.9837 -3.9277  -1.171
H31 -0.2074 -4.8514 -1.9654  0.284
H32 1.4544 -4.3195 -2.3862  0.412
H33 -1.1039 -4.0960 -4.0392  0.339
H34 0.3233 -3.0532 -4.4009  0.208
H35 0.4438 -4.8392 -4.4396  0.420
C24 -1.6228 -2.2842 -1.3623  -0.445
C25 -2.0753 -1.5391 -0.1067  -1.312
H36 -2.0545 -3.2987 -1.4149  0.711
H37 -1.9173 -1.7489 -2.2799  0.539
H38 -2.8639 -0.8125 -0.3403  0.417
H39 -2.4896 -2.2513 0.6213  0.396
H40 -1.2572 -0.9914 0.3843  0.038
C26 -0.2260 0.8723 6.3992  -0.882
N2 -0.7390 2.1508 5.8384  0.380
C27 -2.1895 2.2904 6.0978  -0.826
N3 -2.9605 1.1345 5.6092  0.242
C28 -2.4269 -0.0982 6.2150  -0.848
N4 -0.9933 -0.2932 5.9221  0.195
C29 -0.7466 -0.5622 4.5099  -0.989
P3 -1.2469 0.8714 3.4244  1.025
C30 -0.4587 2.2459 4.4169  -1.207
C31 -2.9607 1.0651 4.1447  -0.985
H41 -0.3125 0.9240 7.4923  0.314
H42 0.8250 0.7461 6.1043  0.380
H43 -2.5422 3.1977 5.5837  0.407
H44 -2.3339 2.3715 7.1834  0.317
H45 -2.9930 -0.9538 5.8286  0.378
H46 -2.5513 -0.0209 7.3022  0.316
H47 0.3203 -0.7574 4.3414  0.473
H48 -1.3253 -1.4336 4.1761  0.464
H49 -0.7939 3.2214 4.0301  0.479
H50 0.6263 2.1819 4.2716  0.456
H51 -3.5604 0.2065 3.8106  0.449
H52 -3.4083 1.9830 3.7373  0.466

Output
- Total charge: +4
- Energy above the lowest of the compared OMol25 structures with the same formula, charge and spin: 16.4 kcal/mol
- LUMO energy (alpha / beta): -13.365 / -13.894 eV
- E: -5220.6430 hartree
- Frontier orbital gap (alpha / beta): 0.174 / 0.162 Ha
- Max |F|: 4.17 eV Å⁻¹